C30H39N4O9STi | ωB97M-V/def2-TZVPD

## Properties
Multiplicity: 3
E_tot, hartree: -3310.1877
F_max, eV Å⁻¹: 0.47
Total charge: +1
<S²>: 2.00

Element x y z (Å)
Ti  0.051  -0.129  0.109
C  -3.114  -0.082  0.684
C  -2.484  0.135  2.038
O  -1.207  -0.521  2.105
C  -1.202  -1.809  2.721
C  -1.439  -2.894  1.689
O  -0.614  -2.691  0.543
C  0.592  -3.458  0.535
C  1.665  -2.786  1.358
O  1.778  -1.403  0.948
C  3.105  -1.089  0.479
C  3.107  0.331  -0.010
O  2.007  0.439  -0.903
C  1.950  1.697  -1.608
C  0.768  1.615  -2.540
O  -0.290  0.992  -1.787
C  -1.590  1.220  -2.359
C  -2.526  0.291  -1.641
O  -2.124  0.318  -0.252
H  -4.007  0.540  0.576
H  -3.393  -1.124  0.511
H  -3.132  -0.221  2.839
H  -2.287  1.196  2.187
H  -1.958  -1.854  3.508
H  -0.227  -1.910  3.193
H  -2.470  -2.883  1.340
H  -1.250  -3.878  2.127
H  0.885  -3.531  -0.510
H  0.405  -4.468  0.908
H  2.619  -3.292  1.201
H  1.456  -2.799  2.427
H  3.353  -1.770  -0.340
H  3.824  -1.224  1.289
H  4.044  0.540  -0.532
H  2.990  1.048  0.809
H  2.875  1.840  -2.170
H  1.845  2.501  -0.875
H  0.968  1.015  -3.423
H  0.458  2.608  -2.872
H  -1.570  1.073  -3.438
H  -1.857  2.268  -2.194
H  -2.457  -0.735  -2.012
H  -3.555  0.641  -1.729
N  0.795  5.775  4.468
C  0.535  7.096  4.778
C  0.889  7.889  5.868
C  0.442  9.192  5.842
C  -0.330  9.693  4.775
C  -0.675  8.903  3.704
C  -0.230  7.577  3.711
N  -0.425  6.576  2.777
C  0.193  5.536  3.260
C  0.222  4.246  2.569
C  0.828  3.105  3.090
C  0.790  1.932  2.363
N  0.205  1.822  1.164
C  -0.375  2.929  0.665
C  -0.394  4.138  1.323
H  1.339  5.136  5.018
H  1.481  7.511  6.690
H  0.689  9.851  6.664
H  -0.655  10.724  4.806
H  -1.266  9.280  2.881
H  1.322  3.102  4.052
H  1.238  1.029  2.763
H  -0.844  2.823  -0.303
H  -0.876  5.001  0.886
N  0.487  -2.506  -2.430
C  0.257  -1.920  -3.725
C  -1.040  -1.787  -4.194
C  -1.310  -0.865  -5.198
C  -0.282  -0.115  -5.748
C  1.034  -0.447  -5.451
C  1.307  -1.342  -4.433
S  -0.628  1.521  -6.397
O  -2.028  1.494  -6.756
O  0.331  1.758  -7.448
O  -0.357  2.292  -5.166
H  -0.139  -1.989  -1.809
H  1.438  -2.250  -2.174
H  -1.845  -2.333  -3.711
H  -2.327  -0.651  -5.503
H  1.832  0.089  -5.953
H  2.332  -1.524  -4.122

C36H108O36 | ωB97M-V/def2-TZVPD

## Properties
Multiplicity: 1
ΔE to the lowest compared entry with this formula, charge and spin, kcal/mol: 0.0
F_max, eV Å⁻¹: 3.85
Total charge: 0

Element x y z (Å)
C  4.045  2.560  5.740
C  4.995  3.663  5.940
O  4.208  4.866  6.036
O  3.176  2.864  4.633
H  3.449  2.337  6.656
H  4.442  1.609  5.440
H  5.724  3.681  5.195
H  5.532  3.502  6.883
H  4.790  5.645  5.973
H  2.827  3.786  4.677
C  3.021  3.575  -1.104
C  4.161  3.362  -2.058
O  3.775  3.718  -3.402
O  1.882  2.945  -1.584
H  2.868  4.653  -1.179
H  3.329  3.235  -0.128
H  4.469  2.316  -2.073
H  4.990  4.048  -1.715
H  3.277  2.983  -3.826
H  1.676  3.250  -2.498
C  0.582  -2.109  -3.726
C  1.833  -2.645  -3.124
O  2.474  -3.646  -3.990
O  0.764  -1.361  -5.019
H  0.219  -1.293  -3.074
H  -0.137  -2.913  -3.880
H  1.557  -2.986  -2.151
H  2.658  -1.828  -2.959
H  1.956  -4.465  -3.791
H  0.921  -2.068  -5.657
C  3.600  -3.409  0.132
C  3.558  -4.916  -0.080
O  2.490  -5.474  0.631
O  4.877  -2.994  -0.280
H  3.402  -3.115  1.176
H  2.787  -2.991  -0.519
H  4.507  -5.350  0.268
H  3.550  -5.040  -1.183
H  1.819  -4.843  0.927
H  4.960  -3.186  -1.246
C  3.247  1.156  1.548
C  3.906  -0.248  1.331
O  4.791  -0.321  0.302
O  4.149  2.101  2.028
H  2.375  0.945  2.244
H  2.692  1.455  0.654
H  3.111  -1.014  1.053
H  4.357  -0.469  2.286
H  5.209  -1.176  0.295
H  3.895  2.280  2.958
C  -1.567  -6.724  1.722
C  -0.169  -7.268  1.954
O  0.491  -6.733  3.070
O  -1.707  -5.346  1.391
H  -2.202  -6.907  2.566
H  -2.089  -7.241  0.895
H  0.439  -7.232  1.011
H  -0.459  -8.310  2.163
H  -0.138  -6.372  3.671
H  -0.924  -4.788  1.673
C  -7.016  2.657  -1.526
C  -5.568  2.744  -1.132
O  -4.638  1.860  -1.801
O  -7.696  3.652  -0.811
H  -7.492  1.682  -1.369
H  -7.134  2.678  -2.635
H  -5.295  2.564  -0.115
H  -5.279  3.742  -1.415
H  -4.804  0.898  -1.566
H  -7.594  3.381  0.144
C  -1.692  4.058  -2.074
C  -2.028  3.838  -0.517
O  -2.551  2.549  -0.306
O  -1.128  5.310  -2.281
H  -2.640  3.922  -2.601
H  -0.985  3.263  -2.316
H  -2.676  4.701  -0.199
H  -1.119  3.926  0.018
H  -3.229  2.365  -0.977
H  -0.476  5.270  -3.024
C  -2.666  -0.605  -3.379
C  -3.886  -1.337  -2.745
O  -4.215  -0.740  -1.453
O  -2.835  0.793  -3.684
H  -2.437  -1.106  -4.324
H  -1.864  -0.722  -2.685
H  -3.603  -2.397  -2.697
H  -4.776  -1.269  -3.425
H  -3.649  -1.012  -0.698
H  -3.295  1.216  -2.984
C  -3.994  -3.152  0.918
C  -4.167  -2.167  2.041
O  -2.964  -2.084  2.778
O  -2.969  -2.658  0.018
H  -4.902  -3.151  0.346
H  -3.755  -4.134  1.377
H  -4.895  -2.505  2.738
H  -4.541  -1.214  1.606
H  -2.604  -1.219  2.928
H  -2.150  -2.741  0.546
C  0.173  0.640  -0.971
C  -0.478  -0.531  -0.128
O  0.529  -1.142  0.660
O  1.466  0.215  -1.426
H  0.220  1.549  -0.405
H  -0.529  0.840  -1.851
H  -0.934  -1.316  -0.768
H  -1.231  -0.255  0.670
H  1.360  -1.012  0.166
H  1.912  1.016  -1.666
C  0.965  -3.580  3.259
C  -0.108  -3.568  4.344
O  -1.125  -4.520  4.231
O  0.327  -3.425  2.003
H  1.397  -4.592  3.370
H  1.646  -2.769  3.524
H  -0.562  -2.573  4.267
H  0.398  -3.559  5.370
H  -1.803  -4.160  3.633
H  0.460  -2.550  1.560
C  -0.960  1.061  3.956
C  -1.314  2.201  4.885
O  -1.943  3.299  4.246
O  -2.062  0.547  3.263
H  -0.557  0.259  4.593
H  -0.238  1.337  3.228
H  -0.246  2.489  5.314
H  -1.924  2.014  5.708
H  -1.216  3.860  3.848
H  -2.676  1.271  3.112
C  0.078  -6.038  -2.130
C  -0.738  -4.789  -1.663
O  -1.782  -4.540  -2.519
O  0.811  -5.740  -3.340
H  -0.670  -6.873  -2.324
H  0.800  -6.345  -1.387
H  -0.077  -3.910  -1.679
H  -1.013  -4.933  -0.597
H  -2.357  -3.882  -2.181
H  0.295  -6.091  -4.094
C  0.130  3.619  -4.931
C  0.983  2.562  -5.538
O  1.660  1.894  -4.494
O  0.951  4.612  -4.181
H  -0.582  3.229  -4.235
H  -0.366  4.078  -5.757
H  1.661  3.029  -6.239
H  0.350  1.796  -6.037
H  1.832  0.973  -4.607
H  1.906  4.388  -4.066
C  0.665  5.971  0.473
C  0.683  5.535  1.940
O  -0.506  4.791  2.235
O  -0.458  6.795  0.232
H  0.580  5.061  -0.112
H  1.654  6.426  0.198
H  0.836  6.400  2.575
H  1.515  4.825  2.042
H  -1.259  5.433  2.173
H  -0.862  6.611  -0.631
C  5.579  -2.078  -3.647
C  5.741  -0.822  -2.833
O  4.469  -0.326  -2.397
O  4.967  -3.102  -2.895
H  6.595  -2.414  -3.961
H  4.944  -1.705  -4.497
H  6.356  -0.081  -3.351
H  6.339  -1.008  -1.857
H  4.321  -0.349  -1.442
H  4.094  -3.419  -3.245
C  -6.233  2.461  2.773
C  -4.781  3.017  2.481
O  -4.033  1.886  2.118
O  -6.910  2.020  1.618
H  -6.795  3.302  3.141
H  -6.131  1.549  3.384
H  -4.387  3.487  3.408
H  -4.669  3.863  1.729
H  -3.479  2.095  1.333
H  -6.862  1.079  1.426

C25H24N6O3Ru | ωB97M-V/def2-TZVPD

## Properties
Multiplicity: 1
ΔE to the lowest compared entry with this formula, charge and spin, kcal/mol: 26.6
F_max, eV Å⁻¹: 0.75
Total charge: +2

Element x y z (Å)
Ru  0.490  -0.481  0.174
O  -2.959  1.099  0.469
C  -1.876  1.474  0.117
N  -0.711  1.019  0.846
C  -0.492  1.426  2.065
C  -1.181  2.511  2.723
C  -0.817  2.839  3.978
C  0.226  2.117  4.673
C  0.913  1.092  4.118
C  0.591  0.709  2.779
N  1.116  -0.247  2.044
C  2.175  -1.108  2.455
O  2.659  -1.123  3.551
C  2.610  -2.037  1.349
C  3.648  -2.919  1.578
C  4.012  -3.795  0.564
C  3.312  -3.765  -0.630
C  2.284  -2.847  -0.788
N  1.944  -1.991  0.174
C  -1.550  2.356  -1.027
C  -2.571  2.949  -1.753
C  -2.208  3.803  -2.787
C  -0.862  4.012  -3.031
C  0.082  3.373  -2.231
N  -0.247  2.558  -1.240
H  -1.964  3.043  2.202
H  -1.305  3.658  4.486
H  0.461  2.413  5.686
H  1.677  0.565  4.666
H  4.143  -2.909  2.539
H  4.826  -4.491  0.707
H  3.555  -4.438  -1.440
H  1.719  -2.783  -1.710
H  -3.603  2.746  -1.508
H  -2.962  4.300  -3.381
H  -0.536  4.670  -3.824
H  1.140  3.534  -2.392
C  -1.739  -1.800  2.658
C  -1.843  -2.656  1.427
O  -0.997  -2.137  0.344
H  -2.448  -2.168  3.399
H  -2.007  -0.768  2.434
H  -0.744  -1.847  3.097
H  -2.867  -2.671  1.049
H  -1.524  -3.680  1.625
H  -0.800  -2.864  -0.257
N  -2.092  -0.834  -2.064
C  -0.936  -0.492  -2.673
C  -0.916  -0.193  -4.051
C  0.256  0.184  -4.642
C  1.425  0.268  -3.871
C  1.334  -0.045  -2.547
N  0.185  -0.428  -1.932
H  -2.952  -0.849  -2.583
H  -2.109  -1.065  -1.085
H  -1.831  -0.270  -4.620
H  0.280  0.416  -5.698
H  2.369  0.565  -4.301
H  2.216  0.002  -1.910

C3H9OS | ωB97M-V/def2-TZVPD

## Properties
Multiplicity: 1
ΔE to the lowest compared entry with this formula, charge and spin, kcal/mol: 26.3
F_max, eV Å⁻¹: 2.15
Total charge: -1

Element x y z (Å)
C  -1.578  0.392  2.630
S  -0.815  -1.278  2.496
H  -0.971  1.178  2.140
H  -2.377  0.466  1.871
H  -1.976  0.766  3.570
C  0.571  -0.563  -1.219
O  0.376  0.037  0.029
C  1.485  0.264  -2.080
H  0.887  -1.595  -1.112
H  -0.396  -0.660  -1.759
H  -0.304  -0.405  0.612
H  2.526  0.339  -1.779
H  1.473  -0.204  -3.081
H  1.099  1.264  -2.321

Q: Which formula does entry 4 have?
A: C3H9OS

Q: F_max of number 1 (C30H39N4O9STi)?
A: 0.47 eV Å⁻¹

Q: Which value of multiplicity does entry 1 give?
A: 3

Q: What is the F_max in the fourth record?
A: 2.15 eV Å⁻¹